(1)
Computed, not measured: a cluster of 2 separate species, ClH2NO in total at a distorted geometry, with ωB97M-V with the def2-TZVPD basis set.

Structure (XYZ):
```
5
Properties=species:S:1:pos:R:3:nbo_charge:R:1
N -0.69705 -0.64328 -0.80545 -0.68
O 0.80026 1.24364 2.01356 -0.62
Cl 0.34242 1.04120 0.52670 0.62
H -0.21203 -1.32004 -0.16909 0.36
H -0.23360 -0.32152 -1.56573 0.32
```

Largest force on an atom (eV/Å): 6.48
Kohn-Sham gap (alpha / beta) (eV): 6.838 / 6.771
HOMO (alpha / beta) (eV): -9.96 / -9.88

***

(2)
Computed, not measured: an isolated molecule of ClH2NO2Si at a distorted geometry, with ωB97M-V with the def2-TZVPD basis set.

Structure (XYZ):
```
7
Properties=species:S:1:pos:R:3:nbo_charge:R:1
N -1.78250 1.12864 0.06158 -0.03
O -2.53643 1.10887 -0.88058 -0.34
O -1.65945 2.08746 0.80587 -0.16
Si -0.66869 -0.33298 0.14140 1.09
Cl -1.84448 -1.90010 0.09704 -0.28
H 0.68013 0.30337 -0.80679 -0.11
H 0.03196 -0.11145 1.43336 -0.17
```

Largest force on an atom (eV/Å): 6.26
Kohn-Sham gap (alpha / beta) (eV): 7.622 / 7.379
Multiplicity: 3
HOMO (alpha / beta) (eV): -7.71 / -10.68

***

(3)
Computed, not measured: an isolated molecule of ClH2NO2Si at a distorted geometry, with ωB97M-V with the def2-TZVPD basis set.

Structure (XYZ):
```
7
Properties=species:S:1:pos:R:3:nbo_charge:R:1
N -0.09612 0.15123 -2.07531 -0.01
O 0.93743 0.04731 -2.70783 -0.36
O -1.13600 0.66906 -2.48003 -0.14
Si -0.18678 -0.53893 -0.37271 1.08
Cl -0.40880 -2.57720 -0.22046 -0.35
H 1.27920 0.05316 -0.04116 -0.09
H -1.50292 -0.02072 0.29985 -0.13
```

Largest force on an atom (eV/Å): 4.84
Kohn-Sham gap (alpha / beta) (eV): 8.679 / 7.359
Multiplicity: 3
HOMO (alpha / beta) (eV): -7.98 / -10.79

***

(4)
Computed, not measured: a cluster of 2 separate species, ClH2NOS2 in total at a distorted geometry, with ωB97M-V with the def2-TZVPD basis set.

Structure (XYZ):
```
7
Properties=species:S:1:pos:R:3:nbo_charge:R:1
N -1.60783 0.57947 -0.36126 -0.79
O -2.40071 -1.15256 1.31948 -0.85
S 2.01865 0.08846 -0.23104 -0.30
S -2.05908 -0.88473 -0.05189 1.44
Cl -1.53675 1.79776 0.79219 0.20
H 2.20586 -0.08335 -1.50122 0.13
H 3.37985 -0.34506 0.03373 0.16
```

Largest force on an atom (eV/Å): 2.67
Kohn-Sham gap (eV): 8.874
HOMO (eV): -9.85

***

(5)
Computed, not measured: an isolated molecule of ClH2O2PS2 at a distorted geometry, with ωB97M-V with the def2-TZVPD basis set.

Structure (XYZ):
```
8
Properties=species:S:1:pos:R:3:nbo_charge:R:1
O -0.24961 0.58328 -0.46090 -0.98
O 1.92984 -0.66411 -0.44026 -0.87
P -0.91208 -0.25467 0.83522 1.10
S -1.90555 -1.84700 0.45802 -0.49
S 0.92150 -0.17176 -1.38762 1.56
Cl 1.73558 1.64458 -2.09849 -0.25
H 0.09214 -0.20066 1.73183 -0.04
H -1.61182 0.91034 1.36220 -0.03
```

Largest force on an atom (eV/Å): 2.49
Kohn-Sham gap (eV): 9.255
HOMO (eV): -9.84

***

(6)
Computed, not measured: a structure of composition ClH2O3PS at a distorted geometry, with ωB97M-V with the def2-TZVPD basis set.

Structure (XYZ):
```
8
Properties=species:S:1:pos:R:3:nbo_charge:R:1
O 0.42622 0.45514 1.85479 -0.38
O -0.75238 -1.34661 -0.37643 -1.01
O -1.00101 0.11200 1.53422 -0.59
P -1.47511 0.02177 0.02782 1.49
S 2.10345 1.05415 -2.00139 -0.37
Cl 0.24488 1.43049 -1.37118 -0.14
H 1.02619 -0.20018 1.65524 0.47
H -0.57224 -1.52675 -1.32308 0.54
```

Largest force on an atom (eV/Å): 5.05
Kohn-Sham gap (alpha / beta) (eV): 5.756 / 5.507
HOMO (alpha / beta) (eV): -8.00 / -7.88

***

(7)
Computed, not measured: a cluster of 2 separate species, ClH2OP in total at a distorted geometry, with ωB97M-V with the def2-TZVPD basis set.

Structure (XYZ):
```
5
Properties=species:S:1:pos:R:3:nbo_charge:R:1
O 2.67343 -0.16391 -0.23162 -0.93
P 1.36298 0.16446 0.44379 1.09
H 0.16330 0.08519 -0.46183 -0.17
Cl -2.06278 0.47959 0.32373 -0.20
H -2.13693 -0.56533 -0.07406 0.21
```

Largest force on an atom (eV/Å): 8.12
Kohn-Sham gap (eV): 8.404
SMILES: O=P.Cl
HOMO (eV): -9.55

***

(8)
Computed, not measured: a cluster of 2 separate species, ClH3N in total, with ωB97M-V with the def2-TZVPD basis set.

Structure (XYZ):
```
5
Properties=species:S:1:pos:R:3:nbo_charge:R:1
N 0.20069 -0.73843 0.78117 -1.09
H -0.77358 -0.94602 1.02271 0.35
H 0.18505 -0.22750 -0.10727 0.39
H 0.55209 -0.08911 1.49217 0.35
Cl -0.16423 2.00108 -3.18878 -1.00
```

Largest force on an atom (eV/Å): 0.54
Kohn-Sham gap (eV): 7.641
Total charge: -1
HOMO (eV): -3.50

***

(9)
Computed, not measured: a cluster of 2 separate species, ClH3N2OS in total at a distorted geometry, with ωB97M-V with the def2-TZVPD basis set.

Structure (XYZ):
```
8
Properties=species:S:1:pos:R:3:nbo_charge:R:1
N -1.42361 2.54231 -0.44815 -1.05
S -0.67767 1.41533 0.13239 2.14
N -1.06549 -0.03339 -0.17912 -1.10
O 0.44646 1.82100 0.99390 -0.84
H -2.31155 2.43613 -0.93366 0.41
H -0.78563 -0.95435 0.29607 0.44
Cl 2.90660 -2.07855 -0.53825 -0.29
H 3.08860 -2.97809 -1.57137 0.29
```

Largest force on an atom (eV/Å): 3.49
Kohn-Sham gap (eV): 11.037
SMILES: N=S(=N)=O.Cl
HOMO (eV): -10.84

***

(10)
Computed, not measured: a structure of composition ClH3NPS at a distorted geometry, with ωB97M-V with the def2-TZVPD basis set.

Structure (XYZ):
```
7
Properties=species:S:1:pos:R:3:nbo_charge:R:1
N -0.94575 -0.42515 -0.31127 -1.20
P -0.44677 1.13905 -0.30485 1.04
S 1.61197 0.58158 1.27935 -0.51
Cl 0.29209 1.33369 -2.10235 -0.25
H -0.42011 -1.12779 -0.75850 0.40
H -1.18524 -0.90829 0.61667 0.42
H 1.09382 -0.59309 1.58094 0.10
```

Largest force on an atom (eV/Å): 3.63
Kohn-Sham gap (eV): 8.369
HOMO (eV): -8.72

***

(11)
Computed, not measured: a cluster of 2 separate species, ClH3O3SSi in total at a distorted geometry, with ωB97M-V with the def2-TZVPD basis set.

Structure (XYZ):
```
9
Properties=species:S:1:pos:R:3:nbo_charge:R:1
O 2.66382 0.32568 -1.09505 -0.84
O 2.00885 -1.16586 0.66694 -0.86
O -1.62289 -0.90355 0.60236 -1.08
Si -1.21247 0.48798 -0.15973 1.40
S 2.54114 0.09102 0.31149 1.68
Cl 0.03908 1.52227 1.08797 -0.39
H -2.33537 1.26733 -0.32947 -0.22
H -1.35942 -1.73090 0.50188 0.50
H -0.72273 0.10602 -1.58638 -0.19
```

Largest force on an atom (eV/Å): 6.47
Kohn-Sham gap (eV): 10.581
HOMO (eV): -11.34

***

(12)
Computed, not measured: a structure of composition ClH3SSi at a distorted geometry, with ωB97M-V with the def2-TZVPD basis set.

Structure (XYZ):
```
6
Properties=species:S:1:pos:R:3:nbo_charge:R:1
Si -0.60682 0.08544 -0.34276 1.05
S 1.41351 -0.57416 1.35470 -0.52
Cl -2.00047 -1.33826 0.01912 -0.33
H -0.47117 1.42947 0.21800 -0.14
H -0.20194 0.04214 -1.71232 -0.18
H 1.86689 0.35537 0.46326 0.11
```

Largest force on an atom (eV/Å): 4.00
Kohn-Sham gap (eV): 8.517
HOMO (eV): -8.88